No. 1
Below is a 2-piece molecular cluster, C3H10O overall at a distorted geometry, with properties calculated with ωB97M-V/def2-TZVPD.

Atoms and positions in Å:
O (0.26, 1.31, 1.23)
C (-0.01, -0.99, -2.48)
C (-0.55, -0.61, -1.15)
C (0.42, 0.31, 2.29)
H (-0.20, -1.18, -0.26)
H (-0.31, 2.05, 1.49)
H (-1.65, -0.63, -1.10)
H (-0.19, -0.24, -3.27)
H (0.25, 0.62, 3.31)
H (-0.41, 0.46, -0.86)
H (1.46, 0.05, 1.99)
H (-0.53, -1.88, -2.86)
H (1.03, -1.32, -2.42)
H (-0.31, -0.42, 2.06)

Calculated values
**SMILES string**: CC.CO
**Energy above the lowest of the compared OMol25 structures with the same formula, charge and spin**: 25.4 kcal per mole
**Energy**: -5319.5122 eV
**2S+1**: 1
**HOMO energy**: -10.29 eV

Atomic partial charges in e from the Löwdin method, atoms 1 to 2:
1. O -0.17
2. C -0.18



No. 2
Below is C37H35N3S7Sb2SiTa as an isolated structure at a distorted geometry, with properties calculated with ωB97M-V/def2-TZVPD.

Atoms and positions in Å:
Ta (0.22, -0.24, 0.73)
Sb (0.42, -0.49, -2.19)
Sb (0.39, 3.11, -0.76)
S (0.90, 1.51, 8.03)
S (-0.16, 2.06, 5.30)
S (1.53, -0.23, 5.70)
S (-0.56, 1.43, 2.36)
S (2.56, 0.58, 0.19)
S (1.38, -2.43, 0.12)
S (1.35, -1.09, 2.81)
Si (-1.42, -2.32, 1.24)
N (-5.17, 2.66, 1.47)
N (-3.59, 3.30, -2.70)
N (-1.63, 0.41, -0.14)
C (0.96, 0.02, 4.07)
C (0.17, 1.09, 3.89)
C (1.17, 1.80, -4.17)
C (2.00, -1.50, -3.17)
C (2.47, 3.82, -4.03)
C (0.75, 1.12, 6.43)
C (-1.39, -2.85, 3.04)
C (0.00, 0.92, -3.81)
C (-3.58, 2.73, -1.69)
C (2.15, 1.28, -5.03)
C (-5.95, -1.73, 0.07)
C (-0.83, 4.69, 0.00)
C (3.99, -3.21, 0.24)
C (-0.97, -4.13, 3.40)
C (5.87, -1.72, 0.32)
C (-5.15, -2.64, -0.60)
C (-3.54, 2.05, -0.43)
C (-1.62, -2.33, 5.41)
C (3.63, -0.82, 0.25)
C (-2.50, 1.17, -0.23)
C (2.25, 4.05, -0.35)
C (1.32, 3.11, -3.69)
C (-4.44, 2.39, 0.62)
C (-3.81, -2.79, -0.24)
C (3.12, -2.12, 0.22)
C (-0.87, -4.51, 4.74)
C (5.36, -3.01, 0.29)
C (-4.08, -1.12, 1.45)
C (-5.41, -0.97, 1.10)
C (-1.12, -1.89, -2.68)
C (5.01, -0.64, 0.30)
C (-1.71, -1.96, 4.07)
C (0.30, 3.77, -2.81)
C (-3.25, -2.04, 0.79)
C (3.45, 3.28, -4.85)
C (3.28, 2.00, -5.36)
C (-1.20, -3.61, 5.74)
H (1.63, -1.75, -4.16)
H (-1.10, -3.56, 0.46)
H (-3.20, -3.51, -0.77)
H (-1.11, -3.90, 6.78)
H (-3.68, -0.50, 2.25)
H (2.47, 3.99, 0.71)
H (0.47, 4.85, -2.76)
H (-0.54, -5.51, 4.99)
H (-1.12, -2.10, -3.75)
H (-1.87, -1.62, 6.18)
H (-0.91, -2.81, -2.12)
H (-6.99, -1.61, -0.21)
H (3.04, 3.54, -0.90)
H (-0.92, 4.60, 1.08)
H (-5.56, -3.24, -1.41)
H (-2.01, -0.94, 3.84)
H (4.03, 1.57, -6.02)
H (2.89, -0.87, -3.24)
H (-0.90, 1.48, -3.53)
H (-0.34, 5.63, -0.26)
H (2.59, 4.83, -3.65)
H (-1.82, 4.65, -0.45)
H (6.94, -1.56, 0.37)
H (5.40, 0.37, 0.33)
H (6.03, -3.87, 0.31)
H (-0.70, -4.84, 2.63)
H (-6.02, -0.25, 1.62)
H (4.33, 3.86, -5.10)
H (2.18, 5.10, -0.66)
H (-2.09, -1.50, -2.38)
H (3.58, -4.21, 0.23)
H (2.23, -2.40, -2.60)
H (-0.26, 0.25, -4.64)
H (2.01, 0.29, -5.43)
H (-0.72, 3.60, -3.16)

Calculated values
**Total charge**: -1
**Energy**: -141762.6683 eV
**2S+1**: 1
**HOMO energy**: -4.92 eV

Atomic partial charges in e from the Löwdin method, atoms 1 to 2:
1. Ta 0.55
2. Sb 1.26



No. 3
Below is a 15-piece molecular cluster, C33H53N15O3 overall at a distorted geometry, with properties calculated with ωB97M-V/def2-TZVPD.

Atoms and positions in Å:
O (-5.17, 2.07, 1.77)
O (0.65, 0.48, 2.50)
O (-1.71, -0.06, 4.01)
N (-5.55, 5.26, -8.14)
N (3.08, -4.84, 3.59)
N (5.61, -4.66, -1.00)
N (0.09, -4.10, 0.53)
N (0.07, 4.59, 3.31)
N (-2.79, -2.42, -7.20)
N (1.61, -0.68, -3.00)
N (-4.81, 1.45, -3.57)
N (-2.00, -6.19, -4.71)
N (-1.72, 2.18, 3.26)
N (-1.60, 2.35, -10.19)
N (-3.23, 4.49, -0.45)
N (1.56, 3.94, 0.37)
N (6.07, -1.91, 7.16)
N (4.05, -5.14, 9.24)
C (6.18, -3.66, -1.02)
C (-4.74, 5.05, -8.92)
C (6.90, -2.39, -1.05)
C (-3.47, -1.94, -6.40)
C (4.01, -4.14, 6.82)
C (-1.87, 0.77, 2.84)
C (-1.94, 1.34, -9.74)
C (-2.06, 6.10, 1.24)
C (-0.63, 0.46, 1.84)
C (0.28, -3.85, 1.64)
C (2.23, 3.89, -0.56)
C (-5.47, 1.92, -2.75)
C (-1.60, -5.64, -2.19)
C (1.31, 1.76, 2.37)
C (-3.96, 1.88, 1.64)
C (3.75, -4.89, 2.66)
C (4.04, -4.70, 8.17)
C (-4.31, -1.34, -5.37)
C (0.82, -1.46, -3.27)
C (0.26, 4.83, 4.42)
C (-2.37, 0.07, -9.17)
C (-3.28, 0.51, 2.13)
C (0.51, 5.13, 5.83)
C (0.52, -3.53, 3.04)
C (3.08, 3.81, -1.75)
C (6.26, -1.67, 8.27)
C (-6.31, 2.51, -1.72)
C (6.50, -1.37, 9.68)
C (-0.20, -2.46, -3.62)
C (-2.72, 5.20, 0.29)
C (4.61, -4.94, 1.47)
C (-1.83, -5.95, -3.61)
C (-3.70, 4.77, -9.92)
H (-0.71, 1.18, 0.96)
H (-1.07, -2.39, -2.96)
H (1.38, 2.12, 1.29)
H (-5.37, -1.49, -5.57)
H (7.13, -2.13, 10.15)
H (-6.15, 3.59, -1.64)
H (2.82, 2.96, -2.37)
H (6.29, -1.58, -0.64)
H (1.14, 4.37, 6.30)
H (-1.10, -4.68, -2.07)
H (-3.95, 0.01, 2.90)
H (3.50, -4.79, 6.12)
H (4.14, 3.71, -1.48)
H (5.56, -1.33, 10.25)
H (-3.45, -0.05, -9.21)
H (0.84, 2.59, 2.97)
H (-4.14, -0.26, -5.29)
H (7.82, -2.44, -0.46)
H (-0.55, -2.33, -4.64)
H (1.02, -2.57, 3.16)
H (-0.42, 5.18, 6.40)
H (1.15, -4.29, 3.52)
H (-1.93, -0.78, -9.71)
H (-7.37, 2.35, -1.92)
H (-2.79, 5.35, -9.72)
H (0.19, -3.47, -3.53)
H (2.99, 4.71, -2.36)
H (-0.97, -6.39, -1.71)
H (5.66, -5.03, 1.74)
H (4.50, -4.05, 0.86)
H (-2.36, 7.14, 1.08)
H (5.02, -3.98, 6.44)
H (4.36, -5.80, 0.84)
H (-0.41, -3.49, 3.61)
H (-4.10, -1.77, -4.39)
H (-0.98, 6.05, 1.16)
H (7.18, -2.11, -2.06)
H (-1.53, 2.81, 2.48)
H (1.02, 6.09, 5.95)
H (-1.98, 0.47, 4.78)
H (-3.15, -0.16, 1.22)
H (-0.85, -0.59, 1.43)
H (3.51, -3.17, 6.80)
H (-2.53, -5.59, -1.63)
H (-2.32, 5.85, 2.27)
H (-3.33, 2.75, 1.21)
H (7.00, -0.41, 9.81)
H (-6.10, 2.09, -0.73)
H (-2.07, -0.03, -8.13)
H (-2.49, 2.50, 3.86)
H (2.39, 1.68, 2.75)
H (-4.03, 5.02, -10.92)
H (-3.42, 3.72, -9.92)

Calculated values
**Energy**: -63568.1800 eV
**2S+1**: 1
**HOMO energy**: -9.13 eV

Atomic partial charges in e from the Löwdin method, atoms 1 to 2:
1. O -0.01
2. O -0.20



No. 4
Below is a 2-piece molecular cluster, C3H10N2O overall at a distorted geometry, with properties calculated with ωB97M-V/def2-TZVPD.

Atoms and positions in Å:
O (0.00, 0.10, 5.96)
N (-0.54, 1.41, -5.43)
N (0.23, 1.33, -2.98)
C (0.09, -2.30, 5.63)
C (0.13, -0.79, 5.17)
C (0.30, 0.81, -4.36)
H (0.15, -0.27, -4.51)
H (-0.42, 2.40, -5.51)
H (-0.96, -2.68, 5.82)
H (0.57, -2.29, 6.68)
H (-0.57, 1.02, -2.47)
H (0.21, -0.62, 4.16)
H (-1.47, 1.43, -5.31)
H (0.72, -2.95, 5.01)
H (1.39, 1.09, -4.71)
H (0.15, 2.30, -3.13)

Calculated values
**SMILES string**: CC=O.NCN
**Energy above the lowest of the compared OMol25 structures with the same formula, charge and spin**: 51.6 kcal per mole
**Energy**: -8299.2659 eV
**2S+1**: 1
**HOMO energy**: -9.31 eV

Atomic partial charges in e from the Löwdin method, atoms 1 to 2:
1. O 0.04
2. N -0.01



No. 5
Below is C16H33ClFINO11PS as an isolated structure at a distorted geometry, with properties calculated with ωB97M-V/def2-TZVPD.

Atoms and positions in Å:
I (0.42, -2.26, 0.14)
Cl (2.13, 0.62, -0.02)
S (0.89, -2.06, -2.94)
P (2.85, -0.65, -1.48)
F (1.79, -3.09, -3.67)
O (6.93, -2.37, 0.22)
O (0.15, 4.70, 1.02)
O (-1.13, 6.13, 2.08)
O (-1.03, -2.14, 2.76)
O (-2.46, 3.39, -3.05)
O (-4.32, 3.32, -1.89)
O (1.02, -0.84, -3.66)
O (-2.21, -3.25, 4.22)
O (4.03, -1.41, -0.68)
O (6.55, -2.91, -1.87)
O (-0.40, -2.63, -2.78)
N (1.71, -2.02, -1.49)
C (7.00, -3.25, -0.80)
C (-3.30, -2.45, 2.15)
C (-2.11, -2.58, 3.07)
C (0.48, 3.98, -1.30)
C (-1.04, 5.28, 1.23)
C (-4.37, 4.16, -4.22)
C (-3.92, -5.01, 4.18)
C (0.32, 3.57, 0.15)
C (-2.21, 4.93, 0.34)
C (-3.47, -3.68, 4.76)
C (-6.66, 2.74, -2.29)
C (-3.63, 3.62, -3.01)
C (-5.68, 3.71, -1.67)
C (8.76, -2.58, 1.83)
C (7.69, -4.58, -0.61)
C (7.28, -2.70, 1.57)
H (4.88, -1.23, -1.11)
H (-5.29, 4.69, -3.98)
H (1.23, 3.08, 0.50)
H (-4.22, -2.90, 4.65)
H (-2.17, 3.94, -0.10)
H (-4.61, 3.32, -4.88)
H (7.18, -5.31, -1.22)
H (-3.12, 4.99, 0.94)
H (-6.55, 2.69, -3.38)
H (7.69, -4.93, 0.42)
H (-4.26, -2.51, 2.66)
H (-2.28, 5.66, -0.46)
H (-3.25, -3.24, 1.40)
H (6.88, -3.68, 1.83)
H (1.32, 4.66, -1.40)
H (-5.84, 4.74, -2.01)
H (9.33, -3.28, 1.22)
H (6.73, -1.97, 2.17)
H (-0.49, 2.85, 0.28)
H (-0.41, 4.48, -1.67)
H (8.98, -2.78, 2.88)
H (-4.09, -4.93, 3.10)
H (-5.80, 3.72, -0.59)
H (-4.84, -5.33, 4.65)
H (8.72, -4.48, -0.96)
H (-3.28, -3.79, 5.83)
H (-3.15, -5.77, 4.34)
H (-3.71, 4.84, -4.74)
H (-6.48, 1.74, -1.91)
H (0.66, 3.10, -1.92)
H (-7.68, 3.03, -2.06)
H (9.11, -1.58, 1.58)
H (-3.24, -1.49, 1.65)

Calculated values
**Energy**: -84605.1742 eV
**2S+1**: 1
**HOMO energy**: -9.28 eV

Atomic partial charges in e from the Löwdin method, atoms 1 to 2:
1. I 0.99
2. Cl 0.23



No. 6
Below is a 8-piece molecular cluster, C9H34O8 overall at a distorted geometry, with properties calculated with ωB97M-V/def2-TZVPD.

Atoms and positions in Å:
O (2.49, -17.19, -16.80)
O (0.11, -15.12, -14.56)
O (4.76, -13.05, -19.70)
O (2.40, -10.47, -17.35)
O (2.02, -14.02, -19.93)
O (-1.41, -16.97, -18.56)
O (4.79, -14.06, -14.68)
O (-0.33, -12.33, -20.23)
C (2.71, -10.56, -18.68)
C (-0.38, -17.89, -18.74)
C (-0.71, -15.91, -15.38)
C (2.34, -18.59, -16.52)
C (-1.18, -13.30, -20.84)
C (5.01, -13.50, -21.02)
C (4.77, -14.32, -16.09)
C (1.47, -15.25, -19.46)
C (3.45, -13.82, -16.70)
H (-1.62, -13.97, -20.04)
H (-0.14, -16.01, -16.27)
H (1.81, -16.09, -20.05)
H (4.11, -13.75, -21.66)
H (-0.31, -15.04, -13.67)
H (0.48, -12.78, -19.92)
H (-1.70, -15.46, -15.56)
H (-0.37, -18.38, -19.69)
H (1.73, -15.38, -18.38)
H (2.60, -16.75, -15.96)
H (2.99, -13.96, -19.94)
H (-0.46, -18.62, -17.96)
H (1.87, -18.82, -15.60)
H (2.03, -11.23, -19.19)
H (-0.75, -16.92, -15.00)
H (5.69, -14.00, -14.34)
H (0.39, -15.23, -19.45)
H (3.26, -10.63, -16.91)
H (5.55, -13.86, -16.65)
H (2.64, -9.59, -19.12)
H (3.40, -13.93, -17.77)
H (3.30, -19.04, -16.39)
H (3.29, -12.77, -16.38)
H (5.55, -13.01, -19.12)
H (0.52, -17.36, -18.58)
H (1.84, -19.10, -17.35)
H (2.64, -14.29, -16.27)
H (5.59, -12.77, -21.61)
H (3.73, -10.82, -18.78)
H (-0.66, -13.99, -21.49)
H (5.58, -14.42, -20.94)
H (4.81, -15.39, -16.19)
H (-1.96, -17.34, -17.88)
H (-1.94, -12.87, -21.44)

Calculated values
**SMILES string**: CCO.CO.CO.CO.CO.CO.CO.CO
**Energy above the lowest of the compared OMol25 structures with the same formula, charge and spin**: 118.9 kcal per mole
**Energy**: -26259.7367 eV
**2S+1**: 1
**HOMO energy**: -9.32 eV

Atomic partial charges in e from the Löwdin method, atoms 1 to 2:
1. O -0.12
2. O -0.13



No. 7
Below is C20H58CaN2O14S as an isolated structure at a distorted geometry, with properties calculated with ωB97M-V/def2-TZVPD.

Atoms and positions in Å:
Ca (-1.39, 1.40, -0.47)
S (1.23, 0.20, -0.49)
O (-0.80, -2.94, 0.85)
O (0.64, 1.24, -1.34)
O (-0.02, -0.43, -0.03)
O (4.40, -1.93, -0.61)
O (1.95, 0.83, 0.60)
O (-1.71, 0.10, -2.38)
O (2.07, -0.77, -1.20)
O (-4.91, -1.62, 3.00)
O (2.20, 3.45, 0.11)
O (2.79, 0.84, 3.06)
O (2.72, -0.55, -3.84)
O (-2.22, 2.88, -2.34)
O (-1.13, 1.47, 1.82)
O (1.03, -3.18, -1.77)
N (-2.85, -0.51, 0.18)
N (-0.55, 3.57, -0.07)
C (-0.89, 0.44, 2.78)
C (2.08, -4.10, -1.98)
C (-2.24, -1.21, -2.10)
C (-0.86, 0.11, -3.51)
C (5.27, -0.79, -0.65)
C (0.14, -3.76, 1.57)
C (-4.06, -1.87, 1.88)
C (-1.17, 4.56, -0.95)
C (2.84, 0.84, -4.08)
C (-3.93, -0.49, 1.20)
C (3.57, 3.75, 0.32)
C (4.03, 0.17, 3.00)
C (1.34, -2.89, 1.94)
C (-1.36, 4.03, -2.37)
C (-5.01, -2.75, 3.84)
C (-2.93, 2.68, -3.55)
C (-0.61, 2.73, 2.30)
C (-0.92, 3.84, 1.31)
C (-0.57, -4.33, 2.78)
C (-3.40, -1.04, -1.09)
H (3.98, -0.71, 2.34)
H (-1.11, -0.54, 2.34)
H (-2.15, 4.86, -0.57)
H (2.77, -4.05, -1.13)
H (-4.02, -3.06, 4.20)
H (-2.63, -1.55, -3.06)
H (-2.18, 2.59, -4.35)
H (-1.33, -0.29, -4.41)
H (5.86, -0.82, -1.56)
H (2.44, -0.61, -2.90)
H (4.71, 0.14, -0.53)
H (1.40, -2.28, -1.64)
H (4.32, -0.18, 3.99)
H (2.12, -3.47, 2.44)
H (-1.00, 2.94, 3.30)
H (0.17, 0.44, 3.04)
H (-0.33, -2.16, 0.53)
H (-4.53, -2.57, 1.19)
H (-1.51, 0.61, 3.66)
H (-3.07, -2.18, 2.22)
H (1.08, -1.95, 2.42)
H (3.50, -1.54, -0.74)
H (-0.88, -3.55, 3.48)
H (-2.18, -1.21, 0.47)
H (-1.97, 4.12, 1.48)
H (-3.76, 0.25, 1.98)
H (0.02, -0.51, -3.35)
H (4.27, 3.31, -0.40)
H (1.85, -2.65, 1.00)
H (-4.13, -0.36, -1.53)
H (3.09, 1.07, -5.12)
H (-0.36, 4.72, 1.67)
H (1.92, 1.36, -3.80)
H (-1.48, -4.83, 2.46)
H (3.90, 3.50, 1.33)
H (-3.50, 1.76, -3.47)
H (2.10, 2.47, 0.15)
H (-0.58, 5.49, -0.97)
H (-0.45, 1.10, -3.71)
H (1.66, -5.11, -1.98)
H (3.61, 4.82, 0.10)
H (0.13, -4.98, 3.31)
H (5.89, -0.85, 0.24)
H (-1.87, 4.86, -2.86)
H (-4.90, -0.29, 0.75)
H (-5.54, -3.59, 3.39)
H (-5.57, -2.49, 4.73)
H (0.47, 3.61, -0.15)
H (0.48, -4.56, 0.91)
H (-3.61, 3.49, -3.80)
H (-0.42, 3.72, -2.83)
H (2.60, -3.96, -2.93)
H (0.48, 2.70, 2.43)
H (3.63, 1.26, -3.44)
H (-1.46, -1.87, -1.72)
H (2.39, 0.84, 2.16)
H (4.75, 0.86, 2.55)
H (-3.82, -2.05, -1.01)

Calculated values
**Energy**: -82601.4277 eV
**2S+1**: 1
**HOMO energy**: -9.05 eV

Atomic partial charges in e from the Löwdin method, atoms 1 to 2:
1. Ca 1.49
2. S 0.34



No. 8
Below is one molecule with the formula C5H12N2O at a distorted geometry, with properties calculated with ωB97M-V/def2-TZVPD.

Atoms and positions in Å:
O (-1.44, -2.53, 0.42)
N (1.02, 2.74, 0.21)
N (-0.04, -0.79, 0.13)
C (-1.24, -1.40, -0.01)
C (1.06, -1.58, 0.66)
C (0.38, 0.51, -0.42)
C (0.41, 1.51, 0.70)
C (-0.52, 0.97, -1.57)
H (1.51, 3.26, 0.92)
H (1.02, 1.09, 1.51)
H (1.55, -1.03, 1.47)
H (1.38, 0.42, -0.83)
H (-2.02, -0.87, -0.55)
H (1.78, -1.79, -0.13)
H (0.06, 1.17, -2.48)
H (-1.04, 1.92, -1.42)
H (-1.24, 0.23, -1.89)
H (1.57, 2.74, -0.63)
H (0.69, -2.47, 1.14)
H (-0.59, 1.72, 1.10)

Calculated values
**SMILES string**: C[C@@H](CN)N(C)C=O
**Energy above the lowest of the compared OMol25 structures with the same formula, charge and spin**: 34.4 kcal per mole
**Energy**: -10406.9329 eV
**2S+1**: 1
**HOMO energy**: -9.30 eV

Atomic partial charges in e from the Löwdin method, atoms 1 to 2:
1. O 0.00
2. N 0.00



Look up the 2S+1 of the sixth one.
1